No. 1
{"formula": "C4H24BO20", "method": "the ωB97M-V functional and the def2-TZVPD basis", "homo_lumo_gap_ev": [7.75, 2.23], "lumo_energy_ev": [-2.801, -8.317], "total_charge": 0, "spin_multiplicity": 2, "symbols": ["O", "O", "O", "O", "O", "O", "O", "O", "O", "O", "O", "O", "O", "O", "O", "O", "O", "O", "O", "O", "C", "C", "C", "C", "B", "H", "H", "H", "H", "H", "H", "H", "H", "H", "H", "H", "H", "H", "H", "H", "H", "H", "H", "H", "H", "H", "H", "H", "H"], "positions_angstrom": [[2.4120, -4.3703, -2.0282], [-0.7230, 4.4156, -3.4439], [0.8420, 5.3648, 1.8088], [1.7882, -0.8755, 4.1510], [-2.8369, -5.7381, -0.3838], [-1.0447, -1.1808, 1.2678], [0.1691, -3.2396, -1.2293], [0.7861, 0.3710, 1.4030], [0.5551, -2.9666, -4.2892], [0.5131, -1.0856, -0.4782], [-3.1801, -0.5474, -1.2582], [3.9404, 3.4884, 1.8825], [-1.5135, -3.3781, 1.0940], [-0.9713, 0.8453, -0.1155], [1.3044, 2.4490, 1.9698], [-0.6336, 3.4701, 3.9445], [-2.5761, 5.1828, 1.2533], [-0.7852, 3.1058, 0.0118], [2.3318, -0.2176, -2.6500], [-1.5779, -5.1533, -2.9536], [0.6969, 1.6187, 1.3131], [-0.9883, -2.3117, 0.7155], [-0.0868, -2.2813, -0.5321], [-0.4504, 1.9629, 0.3019], [-0.1890, -0.2642, 0.4640], [0.6749, 5.4299, 2.7491], [3.1214, 2.9940, 1.9147], [4.4057, 3.2342, 2.6794], [2.4373, -0.2461, 4.4654], [1.9942, -0.4090, -1.7751], [-0.6117, 4.2850, -2.5022], [0.0027, 2.9889, 3.4156], [-1.3417, 5.1426, -3.5139], [-3.0825, -1.4971, -1.3272], [1.5077, -0.5283, 3.3043], [2.7218, -4.0766, -1.1714], [0.2472, -3.8435, -4.0605], [-2.6012, 4.8516, 2.1510], [-0.1116, 3.8792, 4.6347], [-1.2766, -6.0586, -2.8758], [-2.3018, -0.2034, -1.4205], [0.2554, 4.6707, 1.5083], [-2.6223, -6.6384, -0.1398], [3.1129, -0.7649, -2.7309], [-1.9880, 4.5841, 0.7930], [1.5861, -3.9040, -2.1575], [-0.0268, -2.3756, -3.8114], [-1.8700, -4.9210, -2.0722], [-2.0156, -5.2581, -0.2767]], "forces_ev_per_angstrom": [[0.67, -0.42, -0.20], [0.12, -0.14, -0.12], [0.52, 0.11, -0.54], [-0.10, -0.09, 0.10], [-0.25, 0.03, -0.22], [0.46, 3.37, 0.53], [-0.93, 2.42, 1.04], [0.18, -0.82, -0.25], [0.34, 0.17, -0.19], [0.00, 0.61, -0.97], [-0.01, 0.03, 0.17], [0.10, 0.23, -0.09], [1.37, 3.18, -1.01], [1.11, 0.92, 0.56], [-0.64, -0.25, -0.64], [-0.30, 0.35, -0.33], [0.20, 0.37, -0.06], [0.90, -2.00, 0.86], [-0.06, 0.41, -0.01], [0.31, 0.34, -0.58], [0.73, 1.74, 1.25], [-2.03, -6.65, -0.31], [0.60, -2.28, 0.21], [-1.78, 2.26, -1.59], [-0.58, -1.95, 0.86], [-0.13, 0.05, 0.74], [-0.11, -0.07, -0.04], [0.26, -0.03, 0.18], [0.22, 0.09, 0.15], [-0.13, -0.22, 0.11], [0.04, -0.05, 0.22], [0.27, -0.22, 0.04], [-0.18, 0.19, -0.08], [-0.22, -0.38, -0.11], [-0.08, -0.02, -0.23], [0.05, -0.02, 0.17], [-0.33, -0.35, 0.08], [-0.13, -0.15, 0.46], [0.05, 0.01, 0.41], [0.02, -0.22, 0.02], [0.04, 0.23, -0.26], [-0.62, -0.48, -0.44], [0.00, -0.26, 0.06], [0.18, -0.22, -0.18], [0.03, -0.30, -0.36], [-0.11, 0.18, -0.18], [-0.11, 0.11, 0.05], [-0.27, -0.12, 0.03], [0.30, 0.31, 0.67]], "mulliken_charge": [-0.66, -0.62, -0.34, -0.61, -0.62, -0.48, -0.41, -0.30, -0.64, -0.58, -0.58, -0.60, -0.64, -0.68, -0.78, -0.61, -0.56, -0.59, -0.58, -0.60, 0.75, 0.54, 0.41, 0.53, 1.42, 0.37, 0.42, 0.31, 0.30, 0.31, 0.30, 0.29, 0.31, 0.32, 0.35, 0.28, 0.30, 0.34, 0.29, 0.32, 0.35, 0.33, 0.31, 0.31, 0.36, 0.49, 0.31, 0.26, 0.31]}

No. 2
{"formula": "C4H24N2O7", "method": "the ωB97M-V functional and the def2-TZVPD basis", "homo_lumo_gap_ev": 8.77, "lumo_energy_ev": 0.113, "smiles": "C[C@@H](O)CNCN.O.O.O.O.O.O", "total_charge": 0, "symbols": ["O", "O", "O", "O", "O", "O", "O", "N", "N", "C", "C", "C", "C", "H", "H", "H", "H", "H", "H", "H", "H", "H", "H", "H", "H", "H", "H", "H", "H", "H", "H", "H", "H", "H", "H", "H", "H"], "positions_angstrom": [[0.4407, 0.5772, -4.6425], [-2.4201, -2.2148, 2.4683], [1.3269, 1.0800, 1.1270], [1.9745, 1.2008, -2.3689], [-3.8285, -0.8094, -0.5974], [-3.8782, 0.0808, 1.9789], [-2.9362, 3.1521, 1.0876], [1.0966, -1.7319, 0.5177], [-0.9140, -0.9529, -0.5088], [2.2832, -0.9894, 0.1545], [0.0824, -2.0079, -0.4522], [2.4182, 0.2135, 1.2230], [3.6020, 1.0901, 0.8456], [1.2212, 0.5199, -4.1007], [-1.8121, -1.6480, 1.9780], [-3.6604, -1.1157, -1.4902], [3.1952, 2.1103, 0.7506], [-3.4516, 0.8927, 2.2047], [4.4874, 0.9767, 1.4469], [-3.0167, -1.4917, 2.7195], [2.1984, -0.4929, -0.7766], [3.1755, -1.6443, 0.1838], [-0.5029, -0.0819, -0.7922], [2.3210, 1.1848, -1.4748], [0.5611, -2.0851, -1.4548], [0.0918, 1.4358, -4.4763], [2.3383, -0.2171, 2.2717], [3.8626, 0.9848, -0.1895], [-0.4394, -2.9825, -0.2957], [-3.3382, -1.2814, 0.0652], [-1.2119, -0.6238, 0.4414], [1.2033, -2.2758, 1.3797], [-3.3320, 2.8673, 0.2636], [0.4540, 0.7839, 1.4309], [-2.0313, 3.3571, 0.8323], [-4.1525, 0.3092, 1.0609], [2.5916, 1.8297, -2.8113]], "forces_ev_per_angstrom": [[-0.07, -0.96, -0.83], [0.21, 0.70, -0.09], [-1.37, 1.34, -0.65], [0.96, 0.98, -0.66], [-1.38, 1.07, -0.21], [-0.57, 0.13, -1.15], [0.21, -0.12, 0.13], [0.62, -0.46, 0.74], [-1.04, 0.69, 0.85], [-0.07, 0.31, 3.21], [0.00, -0.38, -0.24], [-0.24, -1.96, -0.06], [-0.81, 0.77, -0.08], [0.29, -0.11, 0.49], [0.45, -0.57, -0.09], [0.50, -0.30, 0.33], [0.53, -0.02, 1.11], [0.56, 1.05, 0.74], [0.20, 0.24, 0.25], [-0.55, -0.43, 0.14], [-0.29, -0.08, -1.08], [-0.08, 0.53, -0.16], [0.54, 0.27, -0.90], [-0.17, 0.02, 0.35], [-0.46, 0.14, 0.45], [-0.42, 0.94, 0.24], [1.03, 0.32, -1.09], [0.55, -0.97, -0.69], [0.48, 0.73, 0.25], [0.58, -0.74, -0.18], [0.22, -1.12, -0.81], [-0.33, 0.09, -0.96], [-0.28, -0.08, -0.26], [0.84, -0.68, -0.06], [0.09, 0.08, 0.13], [-0.04, -0.80, 0.54], [-0.70, -0.61, 0.32]], "mulliken_charge": [-0.61, -0.64, -0.48, -0.66, -0.67, -0.63, -0.64, -0.02, -0.18, -0.34, -0.85, 0.23, -1.36, 0.38, 0.24, 0.29, 0.38, 0.32, 0.36, 0.36, 0.18, 0.17, 0.23, 0.19, 0.33, 0.28, 0.39, 0.32, 0.34, 0.36, -0.01, 0.25, 0.33, 0.22, 0.32, 0.31, 0.30]}

No. 3
{"formula": "C4H24NO10", "method": "the ωB97M-V functional and the def2-TZVPD basis", "homo_lumo_gap_ev": 8.82, "lumo_energy_ev": 2.927, "total_charge": -1, "symbols": ["O", "O", "O", "O", "O", "O", "O", "O", "O", "O", "N", "C", "C", "C", "C", "H", "H", "H", "H", "H", "H", "H", "H", "H", "H", "H", "H", "H", "H", "H", "H", "H", "H", "H", "H", "H", "H", "H", "H"], "positions_angstrom": [[-0.9180, -3.0544, -0.8610], [2.2565, 2.8280, 0.9935], [1.9049, 1.1956, 2.6949], [-2.5263, 0.2559, -1.7496], [2.9572, 0.7769, -0.4869], [-1.7996, 1.7660, 2.1008], [-0.3350, -0.9259, -2.4986], [-0.1158, 3.0485, -0.1897], [-3.5611, -0.9791, 0.6577], [1.0751, 1.0326, -2.1481], [0.8708, -1.9121, 0.3313], [-0.5389, 0.0568, 0.9968], [0.2785, -3.1541, -0.0849], [0.3317, -1.1255, 1.4398], [-1.4668, 0.6030, 2.0193], [1.2385, -1.3450, -0.4232], [-0.9765, -2.3194, -1.4870], [2.6482, 1.3113, 2.0604], [1.2760, 3.0311, 0.8194], [-0.3526, -1.8273, 2.0132], [0.0632, 0.8831, 0.5585], [-1.9184, -0.0459, 2.7186], [-1.1701, -0.4144, 0.1742], [0.2248, -1.3140, -3.1663], [1.3371, 1.8739, 2.2926], [-0.1695, -3.6211, 0.8079], [0.9698, -3.7463, -0.7010], [1.1876, -0.7575, 2.0427], [-0.7167, 2.3320, 0.0824], [-2.7427, 1.1139, -2.1004], [2.5160, 0.0200, -0.0780], [-3.3971, -1.9271, 0.6597], [2.5245, 2.1040, 0.3586], [-1.6749, -0.1649, -2.0729], [-3.3372, -0.7064, -0.2615], [1.2625, 1.4514, -2.9937], [2.2792, 0.9979, -1.2869], [0.3296, 2.6195, -0.9523], [0.1855, 0.0392, -2.2802]], "forces_ev_per_angstrom": [[-1.29, -0.50, -0.01], [-0.95, 1.38, -1.19], [0.32, -0.66, 0.21], [-0.05, -1.06, 0.62], [-0.66, -0.05, -1.04], [0.34, 0.23, -0.39], [0.00, 0.64, 0.40], [-0.45, -0.57, -0.66], [-0.04, -0.05, -0.56], [-0.22, 0.67, 0.04], [0.48, -0.45, -0.06], [0.00, -0.78, -1.58], [-1.14, 1.42, -0.13], [-0.28, -0.71, 0.50], [0.06, 1.24, -0.57], [-0.28, -0.27, -0.09], [0.92, 0.26, 0.02], [-0.61, -0.14, 1.02], [1.87, -0.26, -0.29], [0.97, 0.73, -0.26], [-0.25, -0.85, 0.32], [-0.42, -1.50, 0.96], [0.48, 1.01, 0.97], [0.02, -0.17, -0.32], [0.29, -0.30, 0.59], [1.13, -0.41, -0.12], [0.19, 0.00, 0.68], [-0.86, -0.35, -0.01], [-0.16, 0.74, 0.19], [0.50, 0.19, -0.35], [0.32, 0.12, 0.07], [0.07, -0.04, -0.02], [-0.34, 0.63, 0.29], [-0.99, 0.85, -0.41], [-0.07, 0.11, 0.51], [-0.10, -0.07, 0.01], [0.60, -0.62, 0.96], [0.00, 0.13, 0.08], [0.57, -0.57, -0.36]], "mulliken_charge": [-0.57, -0.96, -0.70, -0.69, -0.90, -0.56, -0.86, -0.79, -0.64, -0.85, -0.13, 2.02, -0.53, -1.12, -0.01, 0.16, 0.43, 0.37, 0.45, 0.48, -0.91, 0.43, -0.50, 0.19, 0.34, 0.32, 0.30, 0.27, 0.41, 0.24, 0.32, 0.31, 0.51, 0.47, 0.30, 0.14, 0.49, 0.38, 0.37]}

Computed strongest force on any atom, in the same sequence as the records: 6.96, 3.22, 2.05 eV/Å.